The molecule C20H27N5O4. Source: the Open Molecules 2025 dataset; level of theory: wB97M-V/def2-TZVPD.

Atoms and positions in Å:
C -4.59061 2.55091 -0.11429
C -4.48859 1.25158 0.61979
C -3.36390 0.49849 0.58759
C -3.29675 -0.76769 1.29506
N -2.41110 -1.66671 1.44869
C -1.05099 -1.64371 0.94956
C -0.93700 -2.48316 -0.32442
C 0.52329 -2.70543 -0.70926
C 1.29771 -1.39956 -0.83015
C 1.14423 -0.57996 0.45639
C -0.32735 -0.30840 0.75365
C 2.76563 -1.68102 -1.13861
N 3.46824 -0.45940 -1.50660
C 4.38538 0.06642 -0.64739
O 4.61232 -0.42280 0.44916
C 5.16063 1.25756 -1.07885
C 5.75121 1.56092 -2.25676
O 6.47309 2.67303 -2.14924
N 6.37112 3.14613 -0.84478
C 5.60919 2.30477 -0.20939
C 5.29950 2.49570 1.23429
C 2.84986 0.23007 -2.62916
C 1.37843 0.47318 -2.32484
O 0.71646 -0.71874 -1.95805
N -4.53213 -1.05459 1.91379
C -5.60168 -0.23345 1.91554
C -6.78459 -0.69740 2.73140
O -7.97419 -0.43952 2.02617
N -5.63189 0.90678 1.31594
H -3.67330 2.78765 -0.64984
H -5.42181 2.50694 -0.81924
H -4.81475 3.35196 0.59140
H -2.52255 0.83362 0.00874
H -0.47228 -2.17488 1.71828
H -1.43410 -3.44124 -0.16584
H -1.46269 -1.97224 -1.13618
H 1.01438 -3.32080 0.05169
H 0.59384 -3.24080 -1.65907
H 1.59999 -1.14939 1.27132
H 1.71031 0.35130 0.39232
H -0.73864 0.23766 -0.09559
H -0.43380 0.31798 1.64241
H 3.26506 -2.11956 -0.27869
H 2.81955 -2.37288 -1.98548
H 5.76344 1.07942 -3.22126
H 5.69932 1.66432 1.81182
H 5.72860 3.43294 1.58085
H 4.22088 2.51202 1.39319
H 3.34363 1.17972 -2.81231
H 2.94007 -0.39665 -3.52221
H 1.28957 1.23074 -1.53622
H 0.86834 0.84673 -3.21295
H -4.56616 -1.95042 2.37797
H -6.67551 -1.76628 2.95024
H -6.74953 -0.15462 3.68272
H -8.70740 -0.42721 2.64673

Forces on atoms 1 to 6 (eV/Å):
-0.0054 0.0064 0.0059
0.0064 -0.0115 -0.0155
-0.0074 0.0065 0.0023
-0.0504 -0.0577 -0.0865
0.0413 0.0830 0.1052
0.0197 -0.1023 0.0206

As for the total charge: 0. The calculation puts the total energy at -36817.864 eV. As for the HOMO-LUMO gap: 8.63 eV. As for the SMILES: Cc1c/c(=N\[C@H]2CC[C@@]3(CC2)CN(C(=O)c2conc2C)CCO3)[nH]c(CO)n1. As for the energy relative to the best compared isomer or geometry (same formula, charge and spin): 138.45 kJ/mol.

***

A structure of composition C20H27N5O4 in a non-equilibrium geometry. Source: the Open Molecules 2025 dataset; level of theory: wB97M-V/def2-TZVPD.

Atoms and positions in Å:
C -7.26024 -2.25346 -0.82537
C -6.62107 -1.90837 0.47050
O -6.15052 -0.47618 0.52555
C -5.05065 -0.26612 -0.01423
C -4.76404 0.94872 -0.10208
C -3.64289 1.49542 -0.39301
C -2.74834 0.57661 -0.82799
C -3.00790 -0.62274 -1.16531
C -4.24434 -1.09165 -0.64433
H -4.35653 -2.22024 -0.61910
H -2.35875 -1.14761 -1.47519
C -1.41607 1.28888 -1.56787
N -0.29248 1.13449 -0.52315
C -0.56003 2.44395 0.59003
H -0.80272 3.26328 -0.11836
H -1.50690 2.09501 1.33980
C 0.70945 2.36327 1.45172
N 0.83596 1.23874 2.20343
C 0.67734 0.19880 1.54617
O 0.68016 -0.89047 2.36679
C 0.05110 0.04530 0.06943
C 1.16016 -0.44555 -0.50797
H 1.13221 -0.14455 -1.65107
C 2.52073 0.12089 -0.02066
O 2.86748 1.40174 -0.69575
N 3.49562 -0.67930 0.53344
C 3.22596 -2.29126 0.83595
H 4.13794 -2.31176 1.32041
H 3.01919 -2.72393 0.03292
H 2.37738 -2.28442 1.55115
C 4.62595 0.01716 1.04046
C 5.77443 -0.54843 0.18121
N 6.51454 -1.56962 0.57554
O 7.40414 -1.83342 -0.41314
N 7.32115 -0.74591 -1.24994
C 6.40988 0.28387 -0.83115
C 5.98425 1.33997 -1.70658
H 4.87689 1.48028 -1.19681
H 6.25156 1.36448 -2.55809
H 6.31712 2.30920 -0.94574
H 4.80607 -0.47277 2.29519
H 4.36002 1.06333 1.25958
H 1.17923 -1.66453 -0.54029
H -0.77490 -0.82277 0.16786
H 1.14329 1.37231 2.98696
H 0.72008 3.28178 2.09774
H 1.60850 2.60928 0.78006
H -0.78150 0.36012 -2.17958
H -1.38221 2.27235 -2.02840
H -3.50294 2.70719 -0.36736
H -5.48475 1.85407 0.42829
H -5.96702 -2.55923 0.73090
H -7.39671 -1.88423 1.10836
H -7.64069 -3.34875 -0.80270
H -6.41003 -2.25508 -1.54425
H -8.06355 -1.46812 -0.97397

Forces on atoms 1 to 6 (eV/Å):
0.1851 -0.6249 -1.1274
-2.9275 5.2286 -2.4172
-6.2484 -4.7449 2.7927
0.2803 -4.5656 -1.5352
-4.2422 12.8585 3.9702
3.0725 4.7458 -0.7460

As for the total charge: 0. The calculation puts the total energy at -36795.714 eV. As for the HOMO-LUMO gap: 8.18 eV. As for the energy relative to the best compared isomer or geometry (same formula, charge and spin): 2275.63 kJ/mol.

***

The ion C20H27N6O with charge +1 in a non-equilibrium geometry. Source: the Open Molecules 2025 dataset; level of theory: wB97M-V/def2-TZVPD.

Atoms and positions in Å:
C -2.05572 -1.87403 2.97242
C -2.21956 -1.14714 1.64411
C -0.90686 -0.48221 1.22155
C -1.06819 0.31201 -0.08015
C -1.91472 1.51292 0.16301
N -1.59005 2.48710 0.98795
N -2.57804 3.36549 0.94325
N -3.48105 2.99310 0.14740
N -3.11707 1.82661 -0.38875
C -3.93424 1.18175 -1.39468
C -4.33098 -0.21058 -1.03964
C -5.36948 -0.70471 -0.30947
C -5.25423 -2.11592 -0.36263
C -4.15683 -2.37647 -1.11947
O -3.57979 -1.23072 -1.53367
N 0.25924 0.77744 -0.63142
C 1.13662 1.44995 0.36386
C 2.33916 2.05017 -0.38143
N 3.07765 1.05283 -1.10660
C 4.15085 0.36609 -0.49856
C 4.38180 0.39290 0.87384
C 5.47434 -0.26642 1.41255
C 6.34465 -0.96889 0.60049
C 6.12550 -0.99226 -0.76704
C 5.04483 -0.32817 -1.31315
C 2.23654 0.34871 -2.03398
C 1.02421 -0.28638 -1.32349
H -2.99174 -2.34512 3.25647
H -1.29353 -2.64571 2.89828
H -1.77093 -1.17932 3.75813
H -2.53479 -1.86093 0.88115
H -3.00076 -0.39094 1.74374
H -0.59319 0.19207 2.01921
H -0.15299 -1.26022 1.09267
H -1.53157 -0.32004 -0.84607
H -3.39036 1.17364 -2.34569
H -4.81982 1.81348 -1.49292
H -6.12462 -0.13854 0.19497
H -5.90542 -2.82953 0.09599
H -3.70066 -3.29395 -1.43338
H 0.05210 1.49231 -1.34157
H 0.55657 2.21872 0.88149
H 1.47772 0.70175 1.07856
H 2.99655 2.55737 0.32313
H 1.98192 2.80261 -1.09713
H 3.72932 0.93290 1.54326
H 5.63746 -0.22997 2.47878
H 7.19095 -1.48389 1.02568
H 6.80696 -1.52000 -1.41605
H 4.91093 -0.32613 -2.38420
H 2.80016 -0.44081 -2.52839
H 1.88079 1.04715 -2.80269
H 0.38020 -0.79049 -2.04611
H 1.37014 -1.00956 -0.58358

Forces on atoms 1 to 6 (eV/Å):
-0.0745 0.0994 -0.1935
0.1999 0.0234 0.0453
-0.1977 -0.1036 -0.1008
-0.3442 -0.2951 0.3385
-0.6112 0.4718 -0.2986
0.5803 -0.8981 -0.0056

As for the total charge: +1. The calculation puts the total energy at -32158.497 eV. As for the HOMO-LUMO gap: 8.24 eV. As for the SMILES: CCC[C@@H](c1nnnn1Cc1ccco1)[NH+]1CCN(c2ccccc2)CC1. As for the energy relative to the best compared isomer or geometry (same formula, charge and spin): 11.21 kJ/mol.

***

A structure of composition C20H27N7O2Os in a non-equilibrium geometry. Source: the Open Molecules 2025 dataset; level of theory: wB97M-V/def2-TZVPD.

Atoms and positions in Å:
N 2.54198 4.04766 -0.46703
C 1.87072 4.96766 -0.73722
C 1.09151 6.17421 -0.95510
H 0.01594 5.92458 -1.00629
H 1.41794 6.62129 -1.90242
H 1.21663 6.86752 -0.11121
N 4.23088 -2.77899 0.29792
C 4.58244 -2.95701 -0.80684
C 5.05719 -3.28161 -2.14409
H 5.04406 -2.41701 -2.81964
H 4.47021 -4.06200 -2.63422
H 6.05410 -3.72015 -2.03261
N -2.67847 -3.96063 -0.53485
C -3.80145 -3.71430 -0.77694
C -5.22081 -3.48434 -0.94969
H -5.79468 -4.12609 -0.25826
H -5.46712 -3.67963 -2.00338
H -5.48352 -2.44477 -0.68262
Os 1.04917 -0.67944 -1.07286
C 1.01761 -2.28084 0.02449
O 0.91921 -3.17548 0.76972
C 2.50991 -0.01414 0.00961
O 3.28286 0.44374 0.75981
C 1.30781 0.80251 -2.65895
C -0.02178 0.84346 -2.24566
C -0.77534 -0.32766 -2.25105
C -0.19439 -1.51990 -2.66491
C 1.17170 -1.59800 -2.98264
C 1.93802 -0.40848 -2.98323
H 1.86128 1.73231 -2.65579
H -0.46574 1.75297 -1.87858
H -1.79228 -0.29175 -1.89100
H -0.81872 -2.40789 -2.67066
H 1.66472 -2.55350 -3.15979
H 3.01200 -0.45292 -3.16299
C -0.41517 1.74189 1.14627
N -0.36851 0.24154 1.05687
C -1.75383 -0.33425 1.15277
N -2.53653 0.19187 2.27626
C -2.56058 1.65967 2.22736
N -1.21343 2.24213 2.27294
C -0.54414 1.76787 3.51566
N -0.42821 0.28473 3.54058
C 0.31105 -0.19338 2.32670
C -1.82826 -0.21917 3.52031
H -0.82724 2.13729 0.20303
H 0.62277 2.06685 1.29958
H -1.62028 -1.41235 1.31200
H -2.28570 -0.12783 0.20986
H -3.12404 2.02409 3.09495
H -3.01853 1.95354 1.28782
H 0.43686 2.23085 3.64139
H -1.16762 2.04083 4.38661
H 0.35411 -1.29533 2.36637
H 1.33314 0.22272 2.36161
H -2.33259 0.23847 4.39161
H -1.84684 -1.30340 3.64846

Forces on atoms 1 to 6 (eV/Å):
-1.7940 1.1895 -0.6956
1.4966 -1.6742 1.0413
-0.4873 0.1328 -0.1584
0.4878 0.1330 -0.1605
-0.1972 0.1378 0.3126
0.2052 -0.1395 -0.3665

As for the total charge: +4. Its expectation value of S² is 6.0276. Its spin multiplicity is 5. The calculation puts the total energy at -38119.217 eV. As for the HOMO-LUMO gap (spin up / spin down): 8.59 / 2.95 eV. As for the energy relative to the best compared isomer or geometry (same formula, charge and spin): 136.98 kJ/mol.